# N2

A cluster of 2 separate species, N2 in total (ωB97M-V with the def2-TZVPD basis set, the Open Molecules 2025 dataset).

net charge	0
HOMO level	-11.325	eV
Kohn-Sham gap	7.83	eV
ΔE to the lowest compared entry with this formula, charge and spin	1233.2	kJ/mol

Positions of all 2 atoms, in Å:
N: -0.98 0.09 0.03
N: 0.98 -0.09 -0.03



# C15H39NO8P

A cluster of 3 separate species, C15H39NO8P in total (ωB97M-V with the def2-TZVPD basis set, the Open Molecules 2025 dataset).

net charge	-1
HOMO level	-4.070	eV
Kohn-Sham gap	6.69	eV

Positions of all 64 atoms, in Å:
N: 3.84 -0.34 -1.76
C: 4.23 -1.73 -1.52
C: 3.52 -2.79 -2.41
C: 2.80 -2.29 -3.68
C: 1.28 -2.43 -3.61
C: 0.67 -1.87 -2.32
O: 0.35 -2.86 -1.40
P: -0.57 -2.12 -0.07
O: -1.32 -1.09 -1.31
C: -0.63 -1.05 -2.52
C: -0.29 0.37 -2.92
O: -1.47 1.15 -2.95
O: -1.06 2.52 -3.02
H: 4.55 0.28 -1.39
H: 2.98 -0.12 -1.27
H: 5.31 -1.79 -1.68
H: 4.06 -2.02 -0.48
H: 2.79 -3.33 -1.80
H: 4.28 -3.52 -2.70
H: 3.08 -1.26 -3.89
H: 3.15 -2.89 -4.53
H: 1.00 -3.48 -3.67
H: 0.82 -1.93 -4.47
H: 1.41 -1.18 -1.88
H: 0.09 -2.96 0.92
H: -1.60 -3.10 -0.27
H: -1.33 -1.44 0.95
H: 0.50 -1.12 0.07
H: -1.22 -1.53 -3.32
H: 0.18 0.39 -3.92
H: 0.42 0.79 -2.20
H: -0.80 2.68 -2.10
C: -3.95 -1.44 2.51
O: -3.03 -2.37 3.05
C: -2.50 -2.02 4.31
C: -3.13 -2.82 5.43
O: -4.51 -2.55 5.59
C: -5.35 -3.48 4.92
H: -4.43 -1.92 1.66
H: -4.71 -1.15 3.25
H: -3.43 -0.55 2.15
H: -2.62 -0.95 4.50
H: -1.43 -2.23 4.29
H: -2.64 -2.56 6.37
H: -2.97 -3.89 5.24
H: -5.37 -4.44 5.46
H: -5.01 -3.66 3.90
H: -6.35 -3.06 4.90
C: 2.53 5.96 1.19
O: 1.53 6.50 0.34
C: 1.63 6.07 -1.00
C: 0.70 4.92 -1.32
O: 1.01 3.74 -0.60
C: 0.20 3.52 0.54
H: 2.23 6.16 2.21
H: 2.64 4.88 1.05
H: 3.50 6.44 1.00
H: 2.66 5.77 -1.23
H: 1.37 6.92 -1.64
H: 0.78 4.68 -2.38
H: -0.34 5.22 -1.12
H: -0.80 3.18 0.26
H: 0.11 4.42 1.16
H: 0.67 2.73 1.12



# C9H14O

A cluster of 2 separate species, C9H14O in total (ωB97M-V with the def2-TZVPD basis set, the Open Molecules 2025 dataset).

net charge	0
HOMO level	-8.370	eV
Kohn-Sham gap	9.27	eV
ΔE to the lowest compared entry with this formula, charge and spin	65.3	kJ/mol

Positions of all 24 atoms, in Å:
C: -2.15 0.67 -1.32
C: -0.94 0.95 -0.51
C: -1.08 1.16 0.85
C: -0.01 1.51 1.67
C: 1.18 1.77 1.04
O: 2.27 2.12 1.80
C: 1.32 1.75 -0.36
C: 0.28 1.26 -1.14
H: -2.99 0.27 -0.75
H: -2.00 -0.06 -2.13
H: -2.54 1.55 -1.84
H: -2.01 0.82 1.29
H: -0.17 1.46 2.73
H: 3.02 2.26 1.22
H: 2.13 2.34 -0.76
H: 0.48 1.24 -2.21
C: 0.71 -1.96 -0.13
C: 0.09 -3.29 0.23
H: 0.97 -1.37 0.76
H: 1.74 -2.13 -0.47
H: 0.15 -1.38 -0.84
H: 0.77 -4.00 0.68
H: -0.40 -3.77 -0.62
H: -0.81 -3.16 0.84



# C29H33N2O

A cluster of 2 separate species, C29H33N2O in total (ωB97M-V with the def2-TZVPD basis set, the Open Molecules 2025 dataset).

net charge	+1
HOMO level	-9.578	eV
Kohn-Sham gap	5.35	eV
ΔE to the lowest compared entry with this formula, charge and spin	251.4	kJ/mol

Positions of all 65 atoms, in Å:
C: 0.83 -2.17 -2.03
C: 0.77 -0.72 -1.64
C: 2.05 -0.18 -1.08
C: -0.12 0.10 -2.38
N: 0.24 0.72 -3.51
C: -0.77 1.60 -4.14
C: -0.16 2.44 -5.25
O: 0.68 1.66 -6.11
C: 1.80 1.14 -5.41
C: 1.41 0.23 -4.26
H: 1.36 -2.74 -1.26
H: -0.17 -2.57 -2.18
H: 1.39 -2.34 -2.97
H: 2.14 -0.49 -0.03
H: 2.92 -0.65 -1.58
H: 2.12 0.92 -1.13
H: -1.17 0.24 -2.09
H: -1.61 1.00 -4.55
H: -1.17 2.26 -3.35
H: -0.94 2.82 -5.92
H: 0.38 3.27 -4.78
H: 2.36 0.57 -6.17
H: 2.44 1.95 -5.01
H: 2.26 0.14 -3.58
H: 1.21 -0.78 -4.68
C: 0.65 4.56 4.25
N: -0.38 3.53 4.24
C: -1.50 3.74 5.14
C: -0.38 2.54 3.30
C: 0.79 2.24 2.55
C: 0.84 1.13 1.73
C: -0.31 0.34 1.47
C: -0.24 -0.93 0.76
C: -1.44 -1.61 0.29
C: -1.21 -3.03 0.35
C: -2.22 -3.94 0.07
C: -3.49 -3.44 -0.26
C: -3.73 -2.06 -0.28
C: -2.70 -1.13 -0.04
C: 0.11 -3.25 0.93
C: 0.68 -1.97 1.24
C: 1.84 -1.90 2.01
C: 2.45 -3.09 2.41
C: 1.91 -4.34 2.07
C: 0.72 -4.42 1.34
C: -1.50 0.71 2.15
C: -1.53 1.73 3.08
H: 1.65 4.11 4.21
H: 0.54 5.26 3.40
H: 0.54 5.13 5.18
H: -1.79 2.79 5.62
H: -1.17 4.43 5.92
H: -2.38 4.16 4.63
H: 1.68 2.86 2.65
H: 1.79 0.86 1.27
H: -1.98 -5.00 0.11
H: -4.29 -4.14 -0.47
H: -4.74 -1.68 -0.48
H: -2.87 -0.05 -0.08
H: 2.26 -0.94 2.28
H: 3.37 -3.05 3.00
H: 2.41 -5.26 2.38
H: 0.25 -5.37 1.07
H: -2.40 0.13 2.00
H: -2.45 1.91 3.63



# C16H25ClN4O3S

The molecule C16H25ClN4O3S (ωB97M-V with the def2-TZVPD basis set, the Open Molecules 2025 dataset).

net charge	0
HOMO level	-7.485	eV
Kohn-Sham gap	8.01	eV

Positions of all 50 atoms, in Å:
C: -5.23 -2.80 -0.05
C: -5.64 -1.58 -0.79
N: -4.79 -0.42 -0.29
C: -4.66 -0.17 1.23
C: -3.85 1.31 1.09
N: -2.58 1.21 0.48
C: -1.66 2.32 0.75
C: -0.28 2.23 0.58
O: 0.50 2.94 0.10
N: 0.05 0.54 0.75
C: 1.25 0.12 0.85
C: 1.30 -1.26 0.88
C: 2.31 -2.17 0.98
C: 3.61 -1.64 0.78
Cl: 4.90 -2.29 0.81
C: 3.55 -0.13 0.75
S: 5.20 0.85 0.51
O: 6.02 0.32 1.67
O: 4.97 2.31 0.11
N: 5.81 0.10 -1.02
C: 5.05 0.50 -2.13
C: 7.17 0.09 -1.20
C: 2.45 0.64 0.53
C: -2.72 0.91 -0.82
C: -3.56 -0.33 -0.88
H: -4.20 -3.14 -0.59
H: -5.90 -3.42 -0.45
H: -5.13 -2.85 0.92
H: -6.60 -1.03 -0.30
H: -5.92 -1.36 -1.67
H: -5.47 -0.07 1.58
H: -3.85 -0.96 1.63
H: -3.79 1.58 2.20
H: -4.28 2.02 0.74
H: -1.78 2.72 1.61
H: -1.96 3.21 0.35
H: -0.77 0.40 1.10
H: 0.21 -1.81 1.20
H: 2.27 -3.19 0.90
H: 5.27 0.26 -3.05
H: 5.29 1.68 -2.18
H: 4.01 0.65 -1.84
H: 7.58 0.91 -1.56
H: 7.59 -0.30 -0.17
H: 7.37 -0.89 -1.93
H: 2.50 1.66 0.57
H: -1.81 0.76 -1.28
H: -3.33 1.51 -1.32
H: -3.50 -0.77 -1.87
H: -2.96 -1.18 -0.28



# C5H7NO

The molecule C5H7NO (ωB97M-V with the def2-TZVPD basis set, the Open Molecules 2025 dataset).

net charge	0
HOMO level	-8.577	eV
Kohn-Sham gap	9.46	eV
ΔE to the lowest compared entry with this formula, charge and spin	37.5	kJ/mol

Positions of all 14 atoms, in Å:
C: 0.13 -1.63 1.02
C: 0.12 -0.49 0.03
C: -1.15 0.09 -0.53
C: -0.87 1.32 -0.97
N: 0.43 1.69 -0.60
C: 1.02 0.73 0.22
O: 2.07 0.83 0.81
H: -0.57 -2.41 0.68
H: -0.16 -1.35 2.04
H: 1.12 -2.09 1.07
H: 0.69 -0.82 -0.86
H: -2.09 -0.44 -0.62
H: -1.49 2.01 -1.54
H: 0.88 2.56 -0.86



# C3H12N2O3S

A cluster of 3 separate species, C3H12N2O3S in total (ωB97M-V with the def2-TZVPD basis set, the Open Molecules 2025 dataset).

net charge	0
HOMO level	-9.711	eV
Kohn-Sham gap	10.04	eV
ΔE to the lowest compared entry with this formula, charge and spin	136.2	kJ/mol

Positions of all 21 atoms, in Å:
N: -0.11 0.60 -2.37
C: -0.36 0.90 -1.02
O: -1.54 1.07 -0.74
N: 0.63 1.21 -0.12
C: 1.77 0.32 0.27
C: 1.67 -0.08 1.72
S: 0.16 -0.61 2.66
H: 0.77 0.91 -2.75
H: -0.80 0.94 -3.02
H: 0.29 1.52 0.82
H: 2.63 1.06 0.20
H: 1.85 -0.47 -0.49
H: 2.02 0.83 2.25
H: 2.31 -0.84 2.21
H: -0.42 0.58 3.10
O: 0.20 -2.86 -1.07
H: -0.62 -3.18 -1.45
H: 0.11 -2.31 -0.28
O: -3.78 -0.14 0.07
H: -3.03 -0.10 -0.55
H: -3.75 0.67 0.57



# C4H13NS

A cluster of 2 separate species, C4H13NS in total (ωB97M-V with the def2-TZVPD basis set, the Open Molecules 2025 dataset).

net charge	0
HOMO level	-8.399	eV
Kohn-Sham gap	9.34	eV
ΔE to the lowest compared entry with this formula, charge and spin	175.5	kJ/mol

Positions of all 19 atoms, in Å:
C: 1.82 0.85 1.20
C: 0.62 1.25 2.18
N: -0.44 0.25 2.12
H: 2.18 -0.18 1.49
H: 2.62 1.56 1.30
H: 1.53 0.91 0.20
H: 0.24 2.16 1.83
H: 0.98 1.31 3.33
H: -0.77 0.25 1.21
H: -1.01 -0.03 2.90
C: -0.38 -1.78 -1.05
S: -1.81 -1.57 -2.13
C: -1.44 -0.11 -3.04
H: 0.33 -0.91 -0.91
H: -0.49 -2.01 0.08
H: 0.19 -2.68 -1.41
H: -1.31 -0.43 -3.99
H: -0.64 0.47 -2.49
H: -2.21 0.70 -2.81



# C7H10

The molecule C7H10 (ωB97M-V with the def2-TZVPD basis set, the Open Molecules 2025 dataset).

net charge	0
HOMO level	-9.402	eV
Kohn-Sham gap	10.49	eV
ΔE to the lowest compared entry with this formula, charge and spin	260.4	kJ/mol

Positions of all 17 atoms, in Å:
C: 2.47 -0.19 -0.90
C: 1.91 0.05 0.24
C: 1.09 0.26 1.24
C: -0.41 -0.05 0.88
C: -1.23 1.24 0.72
C: -0.54 -1.01 -0.30
C: -1.40 -0.89 -1.31
H: 2.42 0.58 -1.67
H: 2.95 -1.13 -1.11
H: 1.55 0.71 2.14
H: -0.93 -0.65 1.65
H: -2.32 1.07 0.67
H: -1.04 1.85 1.60
H: -0.95 1.81 -0.18
H: 0.00 -1.96 -0.18
H: -1.66 -1.73 -1.95
H: -1.92 0.04 -1.52



# C21H48Cl9N3O6

A cluster of 6 separate species, C21H48Cl9N3O6 in total (ωB97M-V with the def2-TZVPD basis set, the Open Molecules 2025 dataset).

net charge	0
HOMO level	-8.709	eV
Kohn-Sham gap	9.25	eV

Positions of all 87 atoms, in Å:
C: 3.69 -2.00 -0.63
O: 2.80 -3.03 -0.29
C: 3.09 -4.26 -0.95
C: 2.10 -5.31 -0.46
N: 2.39 -5.69 0.92
C: 1.33 -6.55 1.44
C: 1.40 -6.61 2.96
O: 0.91 -5.36 3.43
C: 0.99 -5.19 4.83
H: 4.75 -2.29 -0.65
H: 3.55 -1.22 0.12
H: 3.47 -1.60 -1.63
H: 4.14 -4.51 -0.77
H: 2.91 -4.13 -2.02
H: 2.19 -6.19 -1.11
H: 1.10 -4.90 -0.63
H: 2.39 -4.85 1.49
H: 1.52 -7.56 1.07
H: 0.30 -6.25 1.20
H: 2.47 -6.75 3.19
H: 0.77 -7.41 3.36
H: 0.78 -4.13 5.01
H: 2.00 -5.42 5.19
H: 0.28 -5.82 5.37
C: 1.06 2.05 1.05
O: -0.11 2.57 1.63
C: -0.75 3.61 0.93
C: -1.95 4.00 1.80
N: -1.51 4.62 3.03
C: -2.60 5.04 3.93
C: -3.56 6.04 3.31
O: -4.55 5.38 2.56
C: -5.23 6.25 1.70
H: 0.83 1.78 0.01
H: 1.41 1.18 1.59
H: 1.88 2.77 1.05
H: -1.19 3.24 0.00
H: -0.09 4.46 0.77
H: -2.56 3.09 1.95
H: -2.60 4.64 1.19
H: -1.00 3.89 3.52
H: -2.08 5.50 4.77
H: -3.19 4.18 4.28
H: -3.04 6.81 2.73
H: -4.02 6.56 4.16
H: -6.10 5.77 1.27
H: -4.60 6.56 0.85
H: -5.49 7.17 2.24
C: -0.90 6.27 -5.93
O: -0.91 5.34 -4.88
C: 0.31 4.64 -4.75
C: 0.20 3.51 -3.74
N: -0.37 2.32 -4.36
C: -0.54 1.09 -3.60
C: 0.75 0.31 -3.54
O: 0.68 -0.85 -2.76
C: 0.17 -2.03 -3.37
H: -0.17 7.06 -5.73
H: -1.86 6.78 -5.96
H: -0.78 5.85 -6.93
H: 1.13 5.32 -4.50
H: 0.58 4.22 -5.74
H: -0.36 3.85 -2.86
H: 1.25 3.29 -3.54
H: -1.17 2.55 -4.93
H: -1.40 0.59 -4.03
H: -0.88 1.33 -2.58
H: 1.57 0.90 -3.11
H: 1.16 0.10 -4.54
H: -0.92 -2.03 -3.34
H: 0.51 -2.83 -2.72
H: 0.60 -2.15 -4.37
Cl: -3.46 -5.52 -1.23
C: -3.20 -5.98 0.47
Cl: -2.48 -7.59 0.59
Cl: -4.78 -5.88 1.30
H: -2.56 -5.25 0.95
Cl: -0.98 -3.30 -0.35
C: -0.13 -1.87 0.25
Cl: 0.23 -2.10 1.99
Cl: -1.10 -0.42 -0.01
H: 0.81 -1.74 -0.26
Cl: 2.69 -0.85 4.82
C: 3.69 -1.23 3.42
Cl: 5.04 -2.31 3.76
Cl: 4.23 0.25 2.60
H: 3.06 -1.79 2.73



# C9H14

A cluster of 2 separate species, C9H14 in total (ωB97M-V with the def2-TZVPD basis set, the Open Molecules 2025 dataset).

net charge	0
HOMO level	-9.025	eV
Kohn-Sham gap	10.03	eV
ΔE to the lowest compared entry with this formula, charge and spin	72.8	kJ/mol

Positions of all 23 atoms, in Å:
C: -0.05 2.18 -0.89
C: -1.16 1.41 -0.24
C: -1.81 0.40 -0.93
C: -2.57 -0.62 -0.40
C: -2.59 -0.68 1.00
C: -2.00 0.33 1.72
C: -1.31 1.41 1.17
H: 0.77 2.18 -0.16
H: -0.25 3.21 -1.17
H: 0.40 1.65 -1.73
H: -1.70 0.37 -2.02
H: -2.99 -1.43 -0.98
H: -3.00 -1.57 1.46
H: -2.19 0.33 2.79
H: -0.76 2.13 1.75
C: 2.66 -1.07 -0.86
C: 2.66 -1.76 0.54
H: 2.49 -1.75 -1.69
H: 1.81 -0.38 -0.87
H: 3.53 -0.43 -1.02
H: 1.70 -1.74 1.05
H: 3.49 -1.32 1.09
H: 2.87 -2.82 0.39



# C14H15Br2IrN2Se4

A structure of composition C14H15Br2IrN2Se4 (ωB97M-V with the def2-TZVPD basis set, the Open Molecules 2025 dataset).

net charge	+1
HOMO level (alpha / beta)	-10.492 / -11.031	eV
Kohn-Sham gap (alpha / beta)	5.70 / 5.74	eV
multiplicity	2
ΔE to the lowest compared entry with this formula, charge and spin	0.0	kJ/mol

Positions of all 38 atoms, in Å:
Ir: -0.19 1.32 0.80
Se: 1.32 1.07 2.85
Se: 1.42 3.31 3.12
Se: 0.01 3.66 1.38
Se: 1.81 1.56 -0.43
Br: -5.40 -0.04 4.85
C: -3.94 0.37 3.77
C: -3.17 1.50 4.01
C: -2.10 1.76 3.18
N: -1.77 0.96 2.16
C: -2.50 -0.14 1.94
C: -3.60 -0.47 2.72
C: -2.07 -0.96 0.79
C: -2.52 -2.25 0.57
C: -2.12 -2.90 -0.59
Br: -2.71 -4.64 -0.93
C: -1.29 -2.25 -1.49
C: -0.86 -0.98 -1.17
N: -1.21 -0.34 -0.05
H: -3.40 2.17 4.82
H: -1.48 2.63 3.34
H: -4.19 -1.34 2.51
H: -3.16 -2.74 1.28
H: -0.98 -2.72 -2.41
H: -0.22 -0.43 -1.84
C: 3.83 1.49 -3.03
C: 3.56 0.21 -2.26
C: 3.83 -1.02 -3.14
C: 2.13 0.13 -1.74
H: 4.87 1.54 -3.35
H: 3.63 2.38 -2.44
H: 3.20 1.53 -3.93
H: 4.24 0.16 -1.40
H: 3.17 -1.01 -4.01
H: 3.66 -1.95 -2.59
H: 4.86 -1.02 -3.50
H: 1.94 -0.82 -1.24
H: 1.43 0.25 -2.57